{"formula": "C32H29BrClIrN4O2S2", "method": "the ωB97M-V functional and the def2-TZVPD basis", "homo_lumo_gap_ev": [6.733, 4.896], "spin_multiplicity": 5, "s_squared": 6.058, "e_lumo_ev": [-5.70, -8.63], "total_charge": 2, "species": ["Ir", "S", "C", "N", "C", "C", "N", "C", "C", "C", "C", "C", "C", "C", "C", "S", "C", "C", "C", "C", "C", "C", "C", "H", "H", "H", "H", "H", "H", "H", "H", "H", "H", "H", "H", "H", "H", "H", "H", "H", "H", "C", "O", "C", "C", "C", "Br", "C", "C", "C", "O", "C", "N", "C", "C", "C", "C", "C", "C", "N", "H", "H", "H", "H", "H", "H", "H", "H", "H", "H", "H", "Cl"], "coordinates": [[0.5331, 0.1604, -0.2104], [-0.9440, -0.3110, -1.8451], [-0.3054, 0.5969, -3.2146], [-1.0222, 0.6690, -4.3431], [-0.5420, 1.5613, -5.4037], [0.9598, 1.4870, -5.4867], [1.5254, 1.8084, -4.1763], [2.8482, 2.4671, -4.1681], [3.8943, 1.6154, -4.8438], [4.5424, 2.0855, -5.9776], [5.5023, 1.3030, -6.6095], [5.8081, 0.0476, -6.1115], [5.1586, -0.4282, -4.9775], [4.2063, 0.3539, -4.3446], [0.9315, 1.2540, -3.1138], [1.7546, 1.3532, -1.5554], [-2.3061, -0.0279, -4.5646], [-2.1291, -1.4898, -4.9124], [-1.1520, -1.8947, -5.8161], [-1.0149, -3.2335, -6.1488], [-1.8666, -4.1786, -5.5912], [-2.8545, -3.7796, -4.7046], [-2.9802, -2.4383, -4.3653], [-0.8764, 2.5815, -5.1959], [-0.9798, 1.2455, -6.3473], [1.3467, 2.1909, -6.2200], [1.2842, 0.4828, -5.7723], [3.1162, 2.6985, -3.1402], [2.7343, 3.4135, -4.6971], [4.3068, 3.0702, -6.3674], [6.0090, 1.6773, -7.4892], [6.5557, -0.5618, -6.6026], [5.4028, -1.4061, -4.5838], [3.7100, -0.0209, -3.4539], [-2.7826, 0.5103, -5.3830], [-2.9470, 0.0868, -3.6919], [-0.4874, -1.1666, -6.2709], [-0.2525, -3.5391, -6.8535], [-1.7655, -5.2227, -5.8574], [-3.5332, -4.5107, -4.2834], [-3.7703, -2.1236, -3.6945], [-3.5884, -1.9630, -0.4621], [-2.4404, -1.5889, 0.3070], [-2.3943, -1.9992, 1.5880], [-3.3599, -2.7776, 2.2149], [-3.2092, -3.1663, 3.5442], [-4.5251, -4.2399, 4.3347], [-2.1202, -2.7658, 4.2731], [-1.1561, -1.9361, 3.6640], [-1.2842, -1.6004, 2.3104], [-0.3034, -0.8818, 1.6447], [-0.1078, -1.4442, 4.5182], [0.2736, -2.0929, 5.6582], [1.2419, -1.3608, 6.1760], [1.9931, -1.5923, 7.3761], [2.9148, -0.6574, 7.7144], [3.1245, 0.5019, 6.9014], [2.4158, 0.7571, 5.7192], [1.4956, -0.1897, 5.3759], [0.6018, -0.3022, 4.3296], [-4.4980, -1.5571, -0.0190], [-3.6572, -3.0474, -0.5525], [-3.4313, -1.5247, -1.4391], [-4.2333, -3.1059, 1.6712], [-2.0014, -3.0445, 5.3098], [0.5566, -0.8869, 2.1120], [1.8120, -2.4791, 7.9678], [3.5071, -0.7767, 8.6109], [3.8727, 1.2195, 7.2148], [2.5999, 1.6468, 5.1330], [0.4425, 0.4180, 3.6389], [2.1200, 0.4814, 1.4352]]}


{"formula": "C32H29HgN2O4P2", "method": "the ωB97M-V functional and the def2-TZVPD basis", "homo_lumo_gap_ev": [7.145, 6.921], "de_lowest_kcal_mol": 14.06, "spin_multiplicity": 2, "s_squared": 0.754, "e_lumo_ev": [0.18, -1.36], "species": ["Hg", "C", "C", "P", "C", "C", "C", "C", "C", "C", "C", "C", "C", "C", "C", "C", "C", "P", "C", "C", "C", "C", "C", "C", "C", "C", "C", "C", "C", "C", "H", "H", "H", "H", "H", "H", "H", "H", "H", "H", "H", "H", "H", "H", "H", "H", "H", "H", "H", "H", "H", "H", "H", "H", "H", "H", "O", "C", "O", "C", "C", "N", "N", "C", "C", "O", "O", "H", "H", "H"], "coordinates": [[0.5434, 1.0414, -0.9730], [-2.1024, -1.3647, 2.2189], [-3.0142, -0.5478, 1.3019], [-2.3369, -0.1073, -0.3786], [-3.3627, 1.3714, -0.7167], [-2.7685, 2.6255, -0.6055], [-3.5175, 3.7825, -0.7818], [-4.8703, 3.6915, -1.0720], [-5.4726, 2.4442, -1.1871], [-4.7236, 1.2909, -1.0134], [-3.0952, -1.3582, -1.4713], [-3.4998, -2.6152, -1.0328], [-3.9673, -3.5618, -1.9382], [-4.0267, -3.2638, -3.2891], [-3.6086, -2.0164, -3.7402], [-3.1354, -1.0766, -2.8407], [-0.9427, -0.6112, 2.8739], [0.4029, -0.1666, 1.6951], [1.7439, 0.4258, 2.7865], [1.4810, 1.2648, 3.8666], [2.5195, 1.8210, 4.6037], [3.8358, 1.5523, 4.2653], [4.1112, 0.7263, 3.1808], [3.0754, 0.1748, 2.4413], [0.9918, -1.8437, 1.2524], [1.5576, -2.6976, 2.2017], [1.9754, -3.9679, 1.8421], [1.8345, -4.4025, 0.5285], [1.2689, -3.5677, -0.4206], [0.8454, -2.2945, -0.0570], [-1.7117, -2.2310, 1.6761], [-2.7166, -1.7565, 3.0332], [-3.2897, 0.3951, 1.7792], [-3.9390, -1.1032, 1.1332], [-1.7090, 2.6973, -0.3844], [-3.0413, 4.7516, -0.7061], [-5.4549, 4.5912, -1.2150], [-6.5273, 2.3726, -1.4209], [-5.1942, 0.3208, -1.1232], [-3.4594, -2.8693, 0.0195], [-4.2799, -4.5357, -1.5834], [-4.3917, -4.0011, -3.9922], [-3.6429, -1.7826, -4.7965], [-2.7970, -0.1106, -3.1985], [-0.5010, -1.2372, 3.6525], [-1.3109, 0.3054, 3.3418], [0.4582, 1.4878, 4.1452], [2.2959, 2.4692, 5.4410], [4.6462, 1.9792, 4.8414], [5.1393, 0.5042, 2.9203], [3.2984, -0.4735, 1.6012], [1.6871, -2.3598, 3.2239], [2.4123, -4.6217, 2.5861], [2.1681, -5.3934, 0.2485], [1.1581, -3.8985, -1.4448], [0.3921, -1.6525, -0.8043], [5.1327, 2.6197, -4.5677], [5.4029, 3.0622, -3.3548], [6.2324, 3.9119, -3.1310], [4.6346, 2.4510, -2.2319], [4.9525, 2.6566, -0.9103], [4.0451, 1.9853, -0.1800], [3.1518, 1.3427, -0.9520], [3.4845, 1.6315, -2.1953], [2.6694, 1.0459, -3.3164], [3.2146, 0.9970, -4.4285], [1.4979, 0.6517, -3.0445], [4.4024, 1.9275, -4.5454], [5.7517, 3.2354, -0.4790], [3.9959, 1.8850, 0.8218]]}


{"formula": "C32H29KNOP2", "method": "the ωB97M-V functional and the def2-TZVPD basis", "homo_lumo_gap_ev": 5.543, "de_lowest_kcal_mol": 0.00, "e_lumo_ev": 2.62, "total_charge": -1, "species": ["K", "C", "P", "C", "C", "C", "C", "C", "C", "C", "C", "C", "C", "C", "C", "C", "C", "C", "C", "C", "P", "C", "C", "C", "C", "C", "C", "C", "C", "C", "C", "C", "C", "N", "H", "H", "H", "H", "H", "H", "H", "H", "H", "H", "H", "H", "H", "H", "H", "H", "H", "H", "H", "H", "H", "H", "H", "H", "H", "H", "C", "C", "O", "H", "H", "H"], "coordinates": [[-1.0746, 0.2359, 0.4580], [0.7161, 2.6560, 2.8703], [0.4276, 3.4221, 1.2033], [1.4555, 2.3716, 0.1059], [2.7220, 1.8977, 0.4538], [3.4373, 1.0983, -0.4194], [2.8948, 0.7495, -1.6529], [1.6357, 1.2027, -2.0067], [0.9245, 2.0164, -1.1307], [1.4819, 4.9255, 1.3351], [2.4999, 5.2359, 0.4347], [3.2129, 6.4226, 0.5465], [2.9257, 7.3215, 1.5623], [1.9092, 7.0293, 2.4619], [1.1916, 5.8496, 2.3422], [0.0200, 1.3348, 3.0290], [-1.3004, 1.1083, 3.4273], [-1.4512, -0.2968, 3.4713], [-0.2109, -0.8187, 3.0974], [0.2018, -2.2615, 3.0174], [-0.1408, -2.9993, 1.3557], [0.1879, -4.7845, 1.6511], [1.1193, -5.2231, 2.5910], [1.3976, -6.5764, 2.7420], [0.7520, -7.5159, 1.9543], [-0.1750, -7.0917, 1.0098], [-0.4497, -5.7428, 0.8592], [-1.9784, -3.0503, 1.3509], [-2.6498, -2.5330, 0.2473], [-4.0411, -2.4958, 0.2163], [-4.7690, -2.9949, 1.2823], [-4.1069, -3.5346, 2.3821], [-2.7241, -3.5603, 2.4152], [0.6785, 0.1682, 2.8086], [0.3286, 3.3728, 3.5984], [1.7850, 2.5444, 3.0611], [3.1454, 2.1428, 1.4193], [4.4130, 0.7262, -0.1319], [3.4476, 0.1044, -2.3246], [1.1829, 0.9016, -2.9417], [-0.0764, 2.3398, -1.3987], [2.7426, 4.5424, -0.3604], [4.0003, 6.6418, -0.1645], [3.4852, 8.2444, 1.6510], [1.6700, 7.7256, 3.2566], [0.3882, 5.6457, 3.0411], [-2.0383, 1.8572, 3.6805], [-2.3306, -0.8551, 3.7617], [-0.2716, -2.8583, 3.8019], [1.2839, -2.3089, 3.1592], [1.6320, -4.5063, 3.2191], [2.1211, -6.8947, 3.4828], [0.9676, -8.5704, 2.0734], [-0.6867, -7.8169, 0.3887], [-1.1791, -5.4235, 0.1234], [-2.0945, -2.1370, -0.6010], [-4.5399, -2.0621, -0.6413], [-5.8516, -2.9639, 1.2640], [-4.6750, -3.9266, 3.2172], [-2.2151, -3.9769, 3.2772], [-2.3507, 0.0000, -3.6515], [-1.9670, 0.0598, -2.1596], [-2.6414, 0.8803, -1.5068], [-1.4622, 0.2083, -4.2566], [-3.1537, 0.7095, -3.8979], [-2.6578, -1.0220, -3.8960]]}